[1]
{
  "formula": "C5H5NS2",
  "method": "the ωB97M-V functional and the def2-TZVPD basis",
  "max_force_ha_per_bohr": 0.060,
  "total_charge": 0,
  "orbital_gap_ev": [7.81, 7.81],
  "energy_ha": -1044.5100,
  "symbols": ["C", "C", "C", "C", "C", "N", "S", "S", "H", "H", "H", "H", "H"],
  "xyz": [[1.08865, 1.26965, 0.04575], [-1.35135, 1.05035, 0.03339], [2.09577, 0.35045, 0.01274], [-2.16141, -0.07316, 0.00667], [0.16653, -1.94519, 0.03024], [-0.09430, 0.72666, -0.01734], [1.79597, -1.39221, 0.03353], [-1.56595, -1.68022, 0.04044], [1.50720, 2.39206, 0.06721], [-1.56566, 2.16391, 0.03579], [3.20239, 0.35894, -0.11441], [-3.16929, -0.15044, -0.11607], [0.05146, -3.07079, -0.05794]],
  "atomic_forces_ev_per_a": [[1.8, 2.3, -0.3], [0.3, 1.3, -0.3], [1.0, -2.9, -0.2], [2.4, -0.2, 0.2], [-1.7, -0.8, -0.3], [0.6, -0.4, 0.5], [-1.3, 0.7, -0.1], [1.9, 1.1, -0.1], [-1.6, -2.0, 0.0], [-0.8, -1.4, 0.0], [-1.0, 0.9, 0.3], [-2.8, 0.3, -0.1], [1.2, 1.1, 0.3]],
  "lowdin_charge": [-0.2816, -0.2291, -0.4096, -0.4202, -0.7922, -0.0938, 0.9287, 0.9602, 0.1470, 0.1343, 0.0534, 0.0030, -0.0001]
}



[2]
{
  "formula": "C24H30N7O3Pt",
  "method": "the ωB97M-V functional and the def2-TZVPD basis",
  "max_force_ha_per_bohr": 0.053,
  "total_charge": 1,
  "orbital_gap_ev": [7.25, 7.36],
  "energy_ha": -1660.6961,
  "symbols": ["Pt", "O", "C", "N", "C", "O", "C", "C", "C", "C", "C", "N", "C", "C", "C", "C", "C", "N", "H", "H", "H", "H", "H", "H", "H", "H", "C", "N", "C", "C", "C", "N", "C", "C", "O", "H", "H", "H", "H", "H", "H", "H", "H", "H", "H", "H", "H", "N", "C", "N", "C", "C", "C", "C", "C", "H", "H", "H", "H", "H", "H", "H", "H", "H", "H"],
  "xyz": [[-0.46540, 0.70230, -0.00690], [-1.48010, -3.06250, -1.34060], [-1.53120, -1.86160, -1.15380], [-1.48920, -1.20920, 0.03400], [-1.61850, -1.82460, 1.24370], [-2.18200, -2.87600, 1.44620], [-1.01340, -1.04680, 2.39410], [-1.05890, -1.61320, 3.66390], [-0.47750, -0.94060, 4.72380], [0.15570, 0.26730, 4.47640], [0.15730, 0.76650, 3.18340], [-0.43160, 0.13460, 2.18050], [-1.57220, -0.92590, -2.33750], [-2.13640, -1.36830, -3.53010], [-2.08400, -0.54560, -4.64110], [-1.48400, 0.70120, -4.52140], [-0.97150, 1.07530, -3.29170], [-1.00260, 0.27710, -2.23160], [-1.55040, -2.56550, 3.78600], [-0.52270, -1.34330, 5.72400], [0.63950, 0.81630, 5.26720], [0.62970, 1.71230, 2.95240], [-2.58780, -2.34820, -3.56320], [-2.49540, -0.86990, -5.58430], [-1.41290, 1.36680, -5.36670], [-0.49780, 2.03820, -3.15070], [2.19950, 0.79190, -2.11810], [2.09600, -0.65090, -2.11210], [2.37460, -1.33160, -3.36160], [2.85200, -2.75190, -3.10450], [1.85600, -3.42480, -2.17250], [1.69820, -2.63860, -0.96910], [1.28850, -3.35850, 0.21560], [1.70620, -1.29310, -0.98300], [1.41620, -0.64400, 0.05030], [1.51780, 1.22260, -1.36630], [1.93560, 1.15990, -3.10800], [3.21680, 1.10890, -1.87610], [3.14110, -0.76700, -3.89980], [1.46280, -1.34630, -3.97630], [3.84390, -2.73260, -2.65040], [2.91170, -3.30030, -4.04420], [2.19980, -4.42110, -1.88640], [0.88370, -3.53360, -2.66920], [0.30580, -3.81300, 0.06600], [1.24040, -2.66790, 1.05470], [2.01750, -4.14290, 0.42750], [-1.11390, 2.73420, -0.02410], [-1.95480, 3.53840, -0.00960], [-2.80230, 4.50080, 0.01170], [-3.28870, 5.12480, -1.21000], [-4.75270, 4.75130, -1.44980], [-5.59880, 5.08280, -0.22270], [-5.02310, 4.39500, 1.01260], [-3.56760, 4.81980, 1.20850], [-2.65920, 4.81070, -2.04460], [-3.19610, 6.20950, -1.08970], [-4.82530, 3.68340, -1.66580], [-5.12230, 5.29810, -2.31730], [-6.62500, 4.75470, -0.38510], [-5.61420, 6.16240, -0.06490], [-5.07130, 3.31100, 0.88820], [-5.60130, 4.65870, 1.89790], [-3.11490, 4.32100, 2.06650], [-3.51360, 5.90300, 1.36210]],
  "atomic_forces_ev_per_a": [[-2.4, -1.3, 0.1], [-0.3, 0.3, -0.2], [0.1, -0.6, 0.0], [0.9, 1.2, 0.1], [-0.2, -0.4, 0.0], [0.1, 0.1, 0.2], [-0.2, -0.5, 0.4], [0.0, 0.2, -0.2], [0.0, 0.1, -0.1], [-0.1, -0.1, -0.2], [0.2, 0.5, 0.4], [0.0, 0.5, -1.8], [0.0, -0.4, -0.4], [0.2, 0.1, 0.1], [0.1, 0.1, 0.2], [0.0, -0.2, 0.1], [0.2, 0.4, -0.3], [0.1, 0.4, 1.6], [-0.1, -0.1, -0.1], [0.0, -0.1, 0.1], [0.1, 0.1, 0.0], [0.0, 0.0, 0.0], [0.1, -0.1, 0.1], [-0.1, 0.0, -0.1], [0.0, 0.1, 0.0], [0.0, 0.0, 0.0], [-0.1, 0.1, 0.4], [-0.2, 0.1, -0.1], [0.1, -0.3, -0.2], [-0.3, 0.1, 0.0], [0.2, 0.0, -0.4], [0.0, -0.1, -0.1], [-0.2, -0.1, 0.3], [0.4, 0.1, 0.4], [0.5, -0.2, -0.1], [0.4, -0.1, -0.4], [0.0, 0.1, 0.0], [0.0, 0.1, 0.0], [-0.1, 0.0, 0.0], [0.1, 0.0, -0.1], [0.0, 0.0, 0.0], [0.0, 0.0, 0.0], [0.0, 0.1, 0.0], [0.0, -0.1, 0.0], [0.0, 0.0, 0.0], [0.1, -0.1, 0.0], [0.0, 0.0, 0.0], [-0.2, 0.1, 0.1], [1.4, -1.0, -0.1], [-0.4, 0.7, 0.0], [-0.3, 0.1, -0.7], [0.1, 0.2, 0.1], [0.0, -0.3, 0.0], [0.1, 0.3, 0.0], [-0.5, -0.2, 0.6], [0.0, 0.1, 0.1], [0.1, -0.1, 0.0], [0.0, 0.0, -0.1], [0.0, 0.0, -0.1], [0.0, 0.1, 0.0], [0.0, 0.1, 0.0], [0.0, -0.1, 0.1], [0.0, 0.0, 0.1], [0.0, 0.1, -0.1], [0.1, -0.1, 0.0]],
  "lowdin_charge": [1.1327, 0.0976, -0.4524, 0.0250, -0.4516, 0.1177, -0.1749, 0.0295, -0.0211, -0.0274, -0.1005, -0.0026, -0.1741, 0.0273, -0.0239, -0.0321, -0.1263, 0.0237, 0.1283, 0.1197, 0.1141, 0.1206, 0.1303, 0.1194, 0.1138, 0.1145, -0.0512, -0.0792, -0.1518, -0.1349, -0.1432, -0.0692, -0.0142, -0.4900, -0.1121, 0.0382, 0.0837, 0.1031, 0.1289, 0.1254, 0.1260, 0.1219, 0.1307, 0.1270, 0.0879, 0.0865, 0.0999, 0.0250, -0.2330, -0.0907, -0.1258, -0.1701, -0.1960, -0.1690, -0.1244, 0.1293, 0.1353, 0.1187, 0.1181, 0.1164, 0.1184, 0.1207, 0.1187, 0.1323, 0.1354]
}



[3]
{
  "formula": "C2HF4I",
  "method": "the ωB97M-V functional and the def2-TZVPD basis",
  "smiles": "FC(F)C(F)(F)I",
  "max_force_ha_per_bohr": 0.058,
  "total_charge": 0,
  "orbital_gap_ev": 10.53,
  "energy_ha": -773.9366,
  "symbols": ["C", "C", "F", "F", "F", "F", "I", "H"],
  "xyz": [[-0.57715, 0.40853, -0.14075], [0.44035, 1.73365, -0.07029], [-1.63972, 0.35807, 0.76792], [-1.08720, 0.37096, -1.36578], [1.65927, 1.31312, -0.54055], [0.03351, 2.58029, -0.99601], [0.61691, 2.82326, 1.73258], [0.00564, -0.47728, 0.27696]],
  "atomic_forces_ev_per_a": [[1.1, -0.2, 2.8], [-0.7, -1.6, -0.8], [0.7, 1.2, -0.9], [0.4, -0.4, 0.2], [-0.5, -0.3, 0.9], [-0.7, 0.9, -0.6], [0.0, -0.4, 0.3], [-0.2, 0.8, -1.7]],
  "lowdin_charge": [-0.3153, -0.9261, -0.0038, 0.1092, -0.0031, 0.0157, 0.9498, 0.1735]
}



Repeat the first record exactly.
{
  "formula": "C5H5NS2",
  "method": "the ωB97M-V functional and the def2-TZVPD basis",
  "max_force_ha_per_bohr": 0.060,
  "total_charge": 0,
  "orbital_gap_ev": [7.81, 7.81],
  "energy_ha": -1044.5100,
  "symbols": ["C", "C", "C", "C", "C", "N", "S", "S", "H", "H", "H", "H", "H"],
  "xyz": [[1.08865, 1.26965, 0.04575], [-1.35135, 1.05035, 0.03339], [2.09577, 0.35045, 0.01274], [-2.16141, -0.07316, 0.00667], [0.16653, -1.94519, 0.03024], [-0.09430, 0.72666, -0.01734], [1.79597, -1.39221, 0.03353], [-1.56595, -1.68022, 0.04044], [1.50720, 2.39206, 0.06721], [-1.56566, 2.16391, 0.03579], [3.20239, 0.35894, -0.11441], [-3.16929, -0.15044, -0.11607], [0.05146, -3.07079, -0.05794]],
  "atomic_forces_ev_per_a": [[1.8, 2.3, -0.3], [0.3, 1.3, -0.3], [1.0, -2.9, -0.2], [2.4, -0.2, 0.2], [-1.7, -0.8, -0.3], [0.6, -0.4, 0.5], [-1.3, 0.7, -0.1], [1.9, 1.1, -0.1], [-1.6, -2.0, 0.0], [-0.8, -1.4, 0.0], [-1.0, 0.9, 0.3], [-2.8, 0.3, -0.1], [1.2, 1.1, 0.3]],
  "lowdin_charge": [-0.2816, -0.2291, -0.4096, -0.4202, -0.7922, -0.0938, 0.9287, 0.9602, 0.1470, 0.1343, 0.0534, 0.0030, -0.0001]
}



Number 1 is which compound?
C5H5NS2